C4H6FNOS | ωB97M-V/def2-TZVPD

For the HOMO energy, the calculation gives -9.791 eV. Its LUMO energy is 0.0163 Ha. The SMILES is O=CN(S)[C@@H]1C[C@H]1F. Its energy above the lowest of the compared OMol25 structures with the same formula, charge and spin is 192.2 kJ/mol.

Structure (ORCA input):
```
! wB97M-V def2-TZVPD RIJCOSX def2/J DEFGRID3
* xyz 0 1
O -0.043 2.360 0.137
C 0.856 1.611 -0.114
N 0.789 0.229 0.061
S 2.097 -0.850 -0.166
C -0.478 -0.231 0.570
C -0.969 -1.592 0.164
C -1.574 -0.351 -0.488
F -2.893 -0.042 -0.094
H 1.882 1.940 -0.507
H 2.473 -0.920 1.151
H -0.725 0.163 1.590
H -0.353 -2.278 -0.416
H -1.661 -1.987 0.911
H -1.315 -0.056 -1.537
*
```

Per-atom Löwdin charges, elementary charge units: number 1, O, carries 0.062; number 2, C, carries -0.381; number 3, N, carries -0.471; number 4, S, carries 0.819; number 5, C, carries -0.303; number 6, C, carries -0.058; number 7, C, carries -0.211; number 8, F, carries -0.023; number 9, H, carries 0.136; number 10, H, carries -0.108; number 11, H, carries 0.171; number 12, H, carries 0.085; number 13, H, carries 0.117; number 14, H, carries 0.165


C4H6FNS | ωB97M-V/def2-TZVPD

For the HOMO energy, the calculation gives -8.734 eV. Its LUMO energy is 0.0239 Ha. The SMILES is CSCN=C=CF. Its energy above the lowest of the compared OMol25 structures with the same formula, charge and spin is 406.3 kJ/mol.

Structure (ORCA input):
```
! wB97M-V def2-TZVPD RIJCOSX def2/J DEFGRID3
* xyz 0 1
C 1.290 0.395 -0.652
S 0.176 1.251 0.517
C -1.242 0.955 -0.395
N -2.151 -0.361 -0.392
C -1.365 -1.233 -0.275
C -0.488 -2.113 -0.084
F -0.197 -2.675 1.140
H 0.950 -0.633 -0.639
H 2.336 0.429 -0.693
H 0.848 0.814 -1.484
H -1.922 1.754 -0.053
H -1.067 0.828 -1.413
H 0.230 -2.686 -0.615
*
```

Per-atom Löwdin charges, elementary charge units: number 1, C, carries -0.333; number 2, S, carries 0.870; number 3, C, carries -0.530; number 4, N, carries 0.136; number 5, C, carries -0.218; number 6, C, carries -0.163; number 7, F, carries -0.026; number 8, H, carries -0.007; number 9, H, carries 0.038; number 10, H, carries -0.010; number 11, H, carries 0.073; number 12, H, carries 0.050; number 13, H, carries 0.121


C4H6FNS2 | ωB97M-V/def2-TZVPD

For the HOMO energy, the calculation gives -8.883 eV. Its LUMO energy is -0.0392 Ha. The SMILES is FCCN(C=S)C=S. Its energy above the lowest of the compared OMol25 structures with the same formula, charge and spin is 333.7 kJ/mol.

Structure (ORCA input):
```
! wB97M-V def2-TZVPD RIJCOSX def2/J DEFGRID3
* xyz 0 1
F -1.725 -1.572 0.021
C -0.760 -1.913 -1.169
C 0.066 -0.655 -1.484
N 0.406 0.067 -0.201
C -0.016 1.343 -0.196
S -1.337 1.979 -1.031
C 1.177 -0.514 0.846
S 1.886 -0.142 2.236
H -0.075 -2.956 -0.878
H -1.361 -2.010 -2.339
H 1.079 -0.918 -1.921
H -0.456 0.218 -2.051
H 0.418 1.782 0.670
H 1.484 -1.411 0.490
*
```

Per-atom Löwdin charges, elementary charge units: number 1, F, carries -0.158; number 2, C, carries -0.094; number 3, C, carries -0.217; number 4, N, carries -0.215; number 5, C, carries -0.602; number 6, S, carries 0.650; number 7, C, carries -0.672; number 8, S, carries 0.720; number 9, H, carries 0.171; number 10, H, carries 0.182; number 11, H, carries 0.140; number 12, H, carries 0.045; number 13, H, carries 0.045; number 14, H, carries 0.003


C4H6FeLiO2 | ωB97M-V/def2-TZVPD

For the HOMO energy (alpha / beta), the calculation gives -1.122 / -0.966 eV. Its LUMO energy (alpha / beta) is 0.0952 / 0.0997 Ha. Its expectation value of S² is 6.029.

Structure (ORCA input):
```
! wB97M-V def2-TZVPD RIJCOSX def2/J DEFGRID3
* xyz -1 5
O -1.656 0.976 -0.013
Fe 0.089 1.670 -0.110
C -2.025 -0.354 -0.109
C -0.945 -1.346 0.349
H -2.929 -0.557 0.507
H -0.896 -1.220 1.445
H -1.333 -2.374 0.254
H -2.315 -0.627 -1.150
C 0.389 -1.293 -0.904
C 1.000 -0.980 0.339
O 1.728 -1.187 1.345
Li 2.547 0.954 0.742
H -0.066 -0.724 -1.724
H 1.071 -1.931 -1.485
*
```

Per-atom Löwdin charges, elementary charge units: number 1, O, carries -0.501; number 2, Fe, carries 0.451; number 3, C, carries -0.443; number 4, C, carries -0.167; number 5, H, carries 0.097; number 6, H, carries 0.099; number 7, H, carries 0.088; number 8, H, carries 0.094; number 9, C, carries -0.160; number 10, C, carries -0.544; number 11, O, carries -0.223; number 12, Li, carries 0.101; number 13, H, carries 0.062; number 14, H, carries 0.046


C4H6HgO3 | ωB97M-V/def2-TZVPD

For the HOMO energy (alpha / beta), the calculation gives -12.550 / -15.491 eV. Its LUMO energy (alpha / beta) is -0.2613 / -0.2525 Ha. Its expectation value of S² is 0.756. Its energy above the lowest of the compared OMol25 structures with the same formula, charge and spin is 317.8 kJ/mol.

Structure (ORCA input):
```
! wB97M-V def2-TZVPD RIJCOSX def2/J DEFGRID3
* xyz 1 2
O 0.066 -0.981 -1.457
O -0.713 0.611 -0.147
O 1.412 0.301 -0.338
C -1.305 -0.250 0.835
C -2.428 0.475 1.478
C 0.231 0.114 -0.914
H -2.708 -0.032 2.411
H -2.156 1.521 1.706
H -3.325 0.513 0.833
Hg -0.327 -2.019 0.627
C 2.578 -0.005 -1.118
H 2.494 0.025 -2.209
H 2.869 -1.030 -0.869
H 3.311 0.757 -0.838
*
```

Per-atom Löwdin charges, elementary charge units: number 1, O, carries -0.007; number 2, O, carries 0.017; number 3, O, carries -0.021; number 4, C, carries -0.289; number 5, C, carries -0.072; number 6, C, carries -0.625; number 7, H, carries 0.093; number 8, H, carries 0.109; number 9, H, carries 0.113; number 10, Hg, carries 1.365; number 11, C, carries -0.008; number 12, H, carries 0.114; number 13, H, carries 0.102; number 14, H, carries 0.110


C4H6IN2 | ωB97M-V/def2-TZVPD

For the HOMO energy (alpha / beta), the calculation gives -12.343 / -13.292 eV. Its LUMO energy (alpha / beta) is -0.1572 / -0.2737 Ha. Its expectation value of S² is 2.058. Its energy above the lowest of the compared OMol25 structures with the same formula, charge and spin is 154.8 kJ/mol.

Structure (ORCA input):
```
! wB97M-V def2-TZVPD RIJCOSX def2/J DEFGRID3
* xyz 1 3
C 0.536 -1.288 0.139
C -0.579 -1.966 0.176
C -0.801 0.747 -0.084
C 1.600 1.021 -0.035
N 0.387 0.169 0.015
N -1.879 0.076 -0.037
I -3.862 0.063 -0.037
H 1.518 -1.635 0.384
H -1.501 -2.484 0.096
H -1.011 1.826 -0.222
H 1.462 1.526 -1.065
H 1.663 1.707 0.844
H 2.467 0.238 -0.174
*
```

Per-atom Löwdin charges, elementary charge units: number 1, C, carries -0.077; number 2, C, carries 0.231; number 3, C, carries -0.298; number 4, C, carries 0.016; number 5, N, carries -0.081; number 6, N, carries -0.518; number 7, I, carries 0.999; number 8, H, carries 0.116; number 9, H, carries 0.063; number 10, H, carries 0.158; number 11, H, carries 0.137; number 12, H, carries 0.121; number 13, H, carries 0.134


C4H6INSe | ωB97M-V/def2-TZVPD

For the HOMO energy (alpha / beta), the calculation gives -8.332 / -8.332 eV. Its LUMO energy (alpha / beta) is -0.0090 / -0.0090 Ha. Its energy above the lowest of the compared OMol25 structures with the same formula, charge and spin is 0.0 kJ/mol.

Structure (ORCA input):
```
! wB97M-V def2-TZVPD RIJCOSX def2/J DEFGRID3
* xyz 0 1
C -1.027 1.965 -1.026
C 0.119 0.300 1.738
C 0.138 -0.637 -1.130
C -1.492 0.784 -1.640
N -0.458 2.828 -0.510
Se -0.317 -1.279 0.544
I -1.800 0.693 -3.765
H 0.578 -0.002 2.624
H 0.638 1.150 1.125
H -0.886 0.718 2.150
H 0.070 -1.594 -1.669
H 0.955 -0.094 -1.351
H -2.191 0.160 -1.120
*
```

Per-atom Löwdin charges, elementary charge units: number 1, C, carries -0.399; number 2, C, carries -0.368; number 3, C, carries -0.433; number 4, C, carries -0.685; number 5, N, carries 0.152; number 6, Se, carries 0.911; number 7, I, carries 0.748; number 8, H, carries -0.033; number 9, H, carries 0.049; number 10, H, carries 0.049; number 11, H, carries 0.014; number 12, H, carries -0.010; number 13, H, carries 0.004


C4H6LaO3 | ωB97M-V/def2-TZVPD

For the HOMO energy (alpha / beta), the calculation gives -5.787 / -8.307 eV. Its LUMO energy (alpha / beta) is -0.0133 / -0.0064 Ha. Its expectation value of S² is 1.765.

Structure (ORCA input):
```
! wB97M-V def2-TZVPD RIJCOSX def2/J DEFGRID3
* xyz 0 2
H 1.951 -2.583 -1.285
C 1.757 -1.873 -0.473
C 0.541 -1.297 -0.356
H -0.335 -1.914 -0.557
H 0.556 -1.073 0.770
O 2.963 -1.497 0.020
O 2.863 -0.884 1.307
La 3.806 1.457 1.140
C -1.420 -0.818 -4.218
C -0.314 -0.774 -3.493
O -1.514 -0.641 -5.573
H -2.393 -1.079 -3.783
H 0.750 -0.663 -3.703
H -0.646 -0.468 -5.954
*
```

Per-atom Löwdin charges, elementary charge units: number 1, H, carries 0.113; number 2, C, carries -0.284; number 3, C, carries -0.044; number 4, H, carries 0.043; number 5, H, carries 0.066; number 6, O, carries -0.258; number 7, O, carries -0.538; number 8, La, carries 0.903; number 9, C, carries -0.326; number 10, C, carries 0.113; number 11, O, carries -0.022; number 12, H, carries 0.106; number 13, H, carries 0.034; number 14, H, carries 0.095


| no. | E (Ha) |
| --- | --- |
| 1 | -784.0068 |
| 2 | -708.6672 |
| 3 | -1106.8743 |
| 4 | -1577.5042 |
| 5 | -534.7076 |
| 6 | -562.7322 |
| 7 | -2909.7621 |
| 8 | -412.9080 |